13
Properties=species:S:1:pos:R:3:forces:R:3 method="wB97M-V/def2-TZVPD" energy_ev=-19634.186 homo_ev=-8.68 lumo_ha=-0.013 gap_ev=8.329 largest_force_ev_per_a=2.9 smiles="C=NOC(=S)C#CC"
C -1.801773 -2.593490 0.840269 1.91 1.52 -1.53
N -0.670714 -2.125551 0.423572 -1.04 -1.96 1.25
O -0.751945 -0.849477 -0.039728 -1.62 0.38 0.52
C 0.394893 -0.172036 0.033031 1.09 0.91 -1.93
S 1.893260 -0.817718 -0.079360 -0.51 0.54 0.61
C 0.049094 1.224044 -0.181648 -0.54 1.65 0.25
C -0.348825 2.374582 -0.334778 1.14 -1.66 0.32
C -0.518589 3.827007 -0.580346 -1.87 -1.39 -0.16
H -1.684310 -3.582407 1.205913 -0.41 -0.72 0.33
H -2.737564 -2.051813 0.729551 0.00 -0.07 0.24
H -0.106915 3.982141 -1.570548 0.44 0.64 0.09
H -0.089408 4.362874 0.252956 0.37 0.42 -0.19
H -1.612207 4.086735 -0.654465 1.03 -0.24 0.20